Here is 2 unconnected molecules or ions with the total composition C5H10OS2 in a non-equilibrium geometry from the OMol25 dataset. Energies are from ωB97M-V/def2-TZVPD.

The value obtained for the HOMO-LUMO gap is 0.3389 Ha. The calculation puts the relative energy (zero: lowest compared OMol25 entry of this formula, charge and spin) at 3.753 eV. As for the total energy: -1067.97812 Eh. As for the LUMO energy: 0.0268 Ha.

Last column: Mulliken charge in e.
CARTESIAN COORDINATES (ANGSTROEM)
1 H -1.3816 -1.4471 1.7828  0.14
2 C -2.4901 -1.4772 1.8637  -0.59
3 H -2.5962 -0.6079 2.6035  0.29
4 C -1.7788 -2.3185 -1.6614  0.32
5 H -2.9098 -2.3918 2.0225  0.33
6 C 2.6424 0.8347 -0.2052  -0.94
7 H 2.6772 1.4521 -1.0690  0.35
8 H 2.6402 1.2007 0.8853  0.29
9 C -2.3563 -1.7167 -0.8014  -0.71
10 S 1.0523 -0.1874 -0.3778  0.51
11 C -0.0328 1.1037 -1.0386  -1.02
12 H 0.3526 1.4745 -1.9117  0.42
13 S -3.2520 -0.8290 0.3192  -0.15
14 H -1.2941 -2.8386 -2.4186  0.41
15 H -0.2013 1.8625 -0.4025  0.43
16 H 3.5026 0.1946 -0.2802  0.33
17 H -1.0988 0.7701 -1.2365  0.23
18 O 0.5817 -0.6510 0.9560  -0.62



Here is a single C5H10S molecule in a non-equilibrium geometry from the OMol25 dataset. Energies are from ωB97M-V/def2-TZVPD.

The value obtained for the HOMO-LUMO gap is 0.3509 Ha. The calculation puts the relative energy (zero: lowest compared OMol25 entry of this formula, charge and spin) at 0.356 eV. As for the total energy: -594.68199 Eh. As for the LUMO energy: 0.0348 Ha.

Last column: Mulliken charge in e.
CARTESIAN COORDINATES (ANGSTROEM)
1 C 1.6219 -0.6288 -0.3812  -1.45
2 S -1.0464 -0.8311 0.6016  -0.20
3 C -0.7036 0.3996 -1.9359  -1.31
4 H -0.4130 -0.6065 -2.1726  0.34
5 C 1.0015 1.0208 1.4465  -1.33
6 H 2.0953 -1.2857 0.3139  0.41
7 H 0.1759 1.5763 1.9305  0.37
8 H -0.0466 1.1169 -2.5057  0.27
9 H 2.3701 0.0828 -0.7602  0.31
10 C 0.5187 0.1233 0.3324  1.21
11 H 1.6700 1.6989 0.9637  0.37
12 H -1.7222 0.5877 -2.3037  0.37
13 H 1.2712 -1.2668 -1.2002  0.34
14 H 1.5261 0.4490 2.1936  0.34
15 C -0.6285 0.6457 -0.4587  -0.49
16 H -1.0437 1.5812 -0.1045  0.44



Here is a single C5H10S molecule in a non-equilibrium geometry from the OMol25 dataset. Energies are from ωB97M-V/def2-TZVPD.

The value obtained for the HOMO-LUMO gap is 0.3677 Ha. The calculation puts the relative energy (zero: lowest compared OMol25 entry of this formula, charge and spin) at 1.221 eV. As for the total energy: -594.65020 Eh. As for the LUMO energy: 0.0323 Ha.

Last column: Mulliken charge in e.
CARTESIAN COORDINATES (ANGSTROEM)
1 C 1.8597 -0.7405 0.3728  -1.11
2 C -0.5340 -0.0591 -0.0550  0.52
3 H 2.8702 -0.7970 -0.0770  0.33
4 H -1.6263 -2.0296 -1.0905  0.14
5 H -2.4497 0.7388 -0.6314  0.30
6 S -1.3915 -1.6549 0.1899  -0.21
7 C 0.8528 -0.1178 -0.5543  -0.60
8 H 0.7902 -0.7326 -1.4619  0.33
9 H -0.9031 1.8598 -1.0367  0.25
10 H 1.7429 -0.1858 1.3225  0.31
11 C -1.4361 1.0716 -0.4735  -0.64
12 C -0.8542 0.9663 0.9484  -0.75
13 H -0.2077 1.8194 1.1473  0.26
14 H -1.5122 0.7503 1.7833  0.30
15 H 1.2179 0.9109 -0.8814  0.27
16 H 1.5810 -1.7999 0.4976  0.30



Here is a single C5H10S molecule in a non-equilibrium geometry from the OMol25 dataset. Energies are from ωB97M-V/def2-TZVPD.

The value obtained for the HOMO-LUMO gap is 0.3654 Ha. The calculation puts the relative energy (zero: lowest compared OMol25 entry of this formula, charge and spin) at 1.420 eV. As for the total energy: -594.64290 Eh. As for the LUMO energy: 0.0325 Ha.

Last column: Mulliken charge in e.
CARTESIAN COORDINATES (ANGSTROEM)
1 C 0.6734 1.8722 -0.2022  -0.47
2 H -1.0544 -1.6199 -1.0852  0.43
3 H -0.1897 0.6981 1.5833  0.21
4 H 1.7331 1.5629 0.0870  0.22
5 H -0.4579 1.5815 -2.0819  0.27
6 H -1.5496 -1.4573 0.6625  0.36
7 H 0.7382 3.0189 -0.3877  0.24
8 S 0.7786 -1.5437 0.6581  -0.24
9 C -0.8569 -1.1431 -0.1092  -1.02
10 H 0.7234 0.2980 -1.7861  0.29
11 C -0.5218 1.3395 0.7072  -0.61
12 H -1.2540 2.1316 0.9337  0.27
13 H 1.1293 -2.4876 -0.2302  0.13
14 C -1.0044 0.3597 -0.3709  0.09
15 H -2.0297 0.5701 -0.6251  0.50
16 C 0.0018 0.9721 -1.2915  -0.67



Here is 2 unconnected molecules or ions with the total composition C5H10SSi in a non-equilibrium geometry from the OMol25 dataset. Energies are from ωB97M-V/def2-TZVPD.

The value obtained for the HOMO-LUMO gap (alpha / beta) is 0.3303 / 0.2186 Ha. The calculation puts the relative energy (zero: lowest compared OMol25 entry of this formula, charge and spin) at 2.604 eV. As for the total energy: -884.03011 Eh. As for the LUMO energy (alpha / beta): -0.0218 / -0.0851 Ha.

Last column: Mulliken charge in e.
CARTESIAN COORDINATES (ANGSTROEM)
1 H 1.2793 1.6029 -3.8229  0.25
2 C 1.1563 -0.9462 4.1145  -0.03
3 H -2.0699 -0.2044 -1.3055  0.40
4 H 1.2682 2.1190 -2.1017  0.29
5 H -1.6812 1.1906 -2.0409  0.36
6 C -1.2648 0.4584 -1.4199  -1.18
7 H 2.4572 0.9330 -2.6299  0.35
8 C 1.5304 1.2878 -2.7378  -0.99
9 H -0.1134 -0.8866 -3.4056  -0.15
10 H -1.1710 0.9986 -0.4594  0.35
11 H 2.0992 -0.8888 4.5851  0.41
12 H -2.1149 -0.3727 3.8544  0.34
13 S 1.2891 -1.3652 -0.7116  -0.22
14 Si 0.2961 -0.1947 -2.2375  0.54
15 C -1.3620 -1.0175 3.5783  -0.98
16 C -0.0317 -0.8915 3.8637  0.00
17 H -1.5670 -1.8227 2.8768  0.27



Here is a molecular structure, C5H11AlF4N3O3P in a non-equilibrium geometry from the OMol25 dataset. Energies are from ωB97M-V/def2-TZVPD.

The value obtained for the HOMO-LUMO gap is 0.3635 Ha. As for the total energy: -1570.70015 Eh. As for the LUMO energy: -0.0389 Ha.

Last column: Mulliken charge in e.
CARTESIAN COORDINATES (ANGSTROEM)
1 P -1.2939 -2.2323 0.5655  0.66
2 C -0.6321 0.4769 0.1262  0.50
3 H -1.9083 2.0966 -0.1999  0.39
4 H 0.3914 -3.1486 1.4944  0.33
5 H 0.6781 2.1782 -0.3036  0.42
6 N -0.2825 -0.8720 0.1618  0.14
7 O -2.1314 -2.6677 -0.7051  -0.50
8 C 0.5113 1.1211 -0.1875  -0.70
9 H 2.4702 0.3794 -0.5412  0.13
10 C 1.0211 -1.0140 -0.1273  -0.10
11 F 4.3026 0.7580 -1.0084  -0.50
12 O -0.3087 -3.4562 0.9003  -0.53
13 C -3.2255 0.4561 0.0267  -0.37
14 H -1.9461 -2.1035 -1.4712  0.40
15 F 7.0249 1.4590 -0.9333  -0.38
16 O -4.1329 1.3875 -0.5669  -0.54
17 Al 5.4528 2.0651 -0.7693  0.60
18 F 5.1533 3.2665 -1.9300  -0.39
19 H -2.9966 -0.2955 -0.7358  0.21
20 H -1.9671 -2.5046 2.5289  0.24
21 C -1.9300 1.1861 0.4076  -0.58
22 H -3.6850 0.0113 0.9072  0.28
23 N -2.1829 -1.8754 1.7626  -0.57
24 F 5.2180 2.6932 0.7936  -0.40
25 N 1.4917 0.1810 -0.3306  0.15
26 H -1.9506 1.5255 1.4458  0.27
27 H -4.6971 0.8769 -1.1539  0.34
28 H 1.5552 -1.9485 -0.1565  0.49



Here is a single C5H11B molecule in a non-equilibrium geometry from the OMol25 dataset. Energies are from ωB97M-V/def2-TZVPD.

The value obtained for the HOMO-LUMO gap is 0.3631 Ha. The calculation puts the relative energy (zero: lowest compared OMol25 entry of this formula, charge and spin) at 1.657 eV. As for the total energy: -221.88854 Eh. As for the LUMO energy: 0.0258 Ha.

Last column: Mulliken charge in e.
CARTESIAN COORDINATES (ANGSTROEM)
1 H -0.7265 -2.0578 -0.6337  0.25
2 H -0.3825 0.9583 -1.6405  0.26
3 H 3.2069 1.3106 1.5000  0.21
4 H -0.5407 -2.0067 1.1200  0.33
5 C 2.1218 1.0706 1.2641  -0.69
6 H 2.6701 -0.2779 -0.4069  0.22
7 C -0.6673 0.8413 -0.6245  -0.40
8 C 1.8720 0.2323 0.2524  0.04
9 H 1.2920 1.5684 1.8099  0.21
10 H 0.8447 -2.5944 0.0876  0.35
11 H -0.5920 1.7351 0.0217  0.31
12 H -2.2564 -0.3151 -1.4527  0.35
13 B 0.4221 -0.2058 -0.0676  0.26
14 C 0.0036 -1.9998 0.1847  -1.10
15 H -2.4675 0.0372 0.2253  0.32
16 H -2.6845 1.2954 -0.9278  0.38
17 C -2.1157 0.4083 -0.7119  -1.32



Here is 2 unconnected molecules or ions with the total composition C5H11BIN2O5 from the OMol25 dataset. Energies are from ωB97M-V/def2-TZVPD.

The value obtained for the HOMO-LUMO gap is 0.2335 Ha. The net charge is -1. As for the total energy: -1005.53307 Eh. As for the LUMO energy: 0.0870 Ha.

Last column: Mulliken charge in e.
CARTESIAN COORDINATES (ANGSTROEM)
1 H 0.4127 -0.0301 3.8965  0.30
2 H -0.0894 2.7556 -4.7270  0.32
3 H 1.9788 0.2901 -2.8134  0.29
4 O 0.6111 -3.5124 1.7708  -0.72
5 C 0.8090 2.9886 -4.1496  -0.91
6 H -3.1815 -3.1580 3.5737  0.30
7 B -1.8085 -2.1238 2.7640  0.30
8 H 0.2283 0.1451 -2.7298  0.26
9 H 1.6760 2.9030 -4.8098  0.33
10 C 0.6462 -2.8970 2.8596  0.46
11 H 1.0111 0.4622 -4.2971  0.36
12 O 1.2603 -3.1425 3.9003  -0.72
13 O 1.0590 1.8247 -0.7793  -0.52
14 N 0.9360 2.1029 -3.0171  0.11
15 H 0.7393 4.0175 -3.8007  0.29
16 C 0.9569 2.5510 -1.7420  0.10
17 O -2.2344 -3.2420 3.4200  -0.53
18 C 1.0445 0.6672 -3.2292  -0.88
19 H 0.8651 3.6494 -1.6609  0.24
20 C -0.3066 -1.6470 2.8701  0.43
21 O -2.7861 -1.3684 2.0870  -0.63
22 I 0.2374 -0.4400 1.1266  0.01
23 H -1.1030 -0.3758 4.2582  0.23
24 N -0.2039 -0.8140 4.0745  -0.71
25 H -2.7581 -1.6064 1.1547  0.27



Here is a single C5H11BN2 molecule from the OMol25 dataset. Energies are from ωB97M-V/def2-TZVPD.

The value obtained for the HOMO-LUMO gap is 0.3778 Ha. The calculation puts the relative energy (zero: lowest compared OMol25 entry of this formula, charge and spin) at 0.000 eV. As for the total energy: -331.47050 Eh. As for the LUMO energy: 0.0268 Ha.

Last column: Mulliken charge in e.
CARTESIAN COORDINATES (ANGSTROEM)
1 H -1.6333 0.1445 1.4560  0.42
2 H -2.6834 -1.3359 -1.0241  0.30
3 C 2.7440 -0.5950 0.4181  -1.15
4 H 1.9685 1.8775 0.8407  0.35
5 C 1.1614 1.4377 0.2561  -1.14
6 H 1.0708 2.0083 -0.6689  0.30
7 H -0.8800 -0.0023 -2.2914  -0.08
8 N 0.6832 -0.6912 -0.8172  -0.45
9 H -3.9182 0.4110 -0.2490  0.24
10 C -2.3018 -0.0416 0.6098  0.02
11 H 3.0743 -1.3953 -0.2402  0.36
12 H 0.2419 1.5390 0.8343  0.26
13 B -0.6404 -0.5357 -1.2451  0.17
14 C -1.8453 -1.0871 -0.3670  -0.57
15 H 3.5347 0.1544 0.4699  0.35
16 H 2.5855 -0.9817 1.4267  0.25
17 H -1.5701 -1.9984 0.1691  0.21
18 N -3.3585 0.6550 0.5708  -0.67
19 C 1.4556 -0.0042 -0.0929  0.82



Here is a single C5H11BO molecule in a non-equilibrium geometry from the OMol25 dataset. Energies are from ωB97M-V/def2-TZVPD.

The value obtained for the HOMO-LUMO gap is 0.3050 Ha. The calculation puts the relative energy (zero: lowest compared OMol25 entry of this formula, charge and spin) at 1.990 eV. As for the total energy: -297.12520 Eh. As for the LUMO energy: 0.0167 Ha.

Last column: Mulliken charge in e.
CARTESIAN COORDINATES (ANGSTROEM)
1 H 1.4197 -1.4187 -1.1354  -0.06
2 H -2.1266 -2.0723 1.6144  0.38
3 H -2.2426 -2.2414 -0.0946  0.41
4 H 1.7465 0.5537 -3.3424  0.29
5 O -0.5670 -0.3619 -0.7529  -0.61
6 H -0.3991 -0.9069 2.4259  0.17
7 H 2.4252 1.2848 -1.8197  0.30
8 C 1.5111 0.8149 -2.2544  -0.75
9 H -2.8355 -0.8265 0.4568  0.29
10 H 2.1334 -0.2818 1.9465  0.27
11 C -2.0716 -1.6112 0.6587  -1.36
12 C 1.2339 0.2432 1.6465  -1.03
13 C 0.0945 -0.6875 1.4750  -0.21
14 C -0.7724 -0.9504 0.4626  0.76
15 H 0.6986 1.5031 -2.2972  0.29
16 H 1.3057 0.9120 0.7372  0.24
17 H 1.0329 0.8564 2.5610  0.33
18 B 1.0714 -0.4462 -1.4812  0.31



Here is 3 unconnected molecules or ions with the total composition C5H11BO2 in a non-equilibrium geometry from the OMol25 dataset. Energies are from ωB97M-V/def2-TZVPD.

The value obtained for the HOMO-LUMO gap is 0.3603 Ha. The calculation puts the relative energy (zero: lowest compared OMol25 entry of this formula, charge and spin) at 2.622 eV. As for the total energy: -372.41044 Eh. As for the LUMO energy: 0.0224 Ha.

Last column: Mulliken charge in e.
CARTESIAN COORDINATES (ANGSTROEM)
1 H 2.5674 1.1256 0.9838  0.33
2 C 2.6185 0.1088 0.6375  -1.12
3 B 1.0474 3.1286 -0.8966  0.37
4 C -4.8728 -0.2439 -0.3418  -0.06
5 H -5.6394 -1.0361 -0.3523  0.22
6 O -4.7414 0.5172 0.5665  -0.37
7 H 3.6025 -0.3111 0.5110  0.29
8 H 0.6267 -2.3655 -0.4471  0.33
9 O 1.0920 3.4262 0.2501  -0.37
10 C 0.1584 -0.0093 0.5329  -1.27
11 H -0.5529 -0.7598 0.8736  0.41
12 C 1.5284 -0.5975 0.3832  1.11
13 H -0.1792 0.3829 -0.4275  0.19
14 H 0.9960 2.8644 -2.0109  0.00
15 C 1.5960 -2.0242 -0.0902  -1.27
16 H 2.3211 -2.1311 -0.8925  0.34
17 H 0.1653 0.8181 1.2363  0.37
18 H 1.9006 -2.6788 0.7256  0.29
19 H -4.2346 -0.2145 -1.2415  0.20



Here is a single C5H11BO3 molecule in a non-equilibrium geometry from the OMol25 dataset. Energies are from ωB97M-V/def2-TZVPD.

The value obtained for the HOMO-LUMO gap is 0.2733 Ha. The calculation puts the relative energy (zero: lowest compared OMol25 entry of this formula, charge and spin) at 5.129 eV. As for the total energy: -447.58064 Eh. As for the LUMO energy: 0.0058 Ha.

Last column: Mulliken charge in e.
CARTESIAN COORDINATES (ANGSTROEM)
1 H 0.6461 0.2938 -2.0636  0.36
2 H -1.2127 -2.1811 1.0064  0.26
3 O -2.0229 -1.2492 -1.5511  -0.58
4 H -0.5674 0.9652 1.6493  0.25
5 C 2.3245 0.2838 -1.0291  -0.53
6 O 2.7807 -0.3174 -0.1305  -0.03
7 H 2.2725 -1.8903 1.1043  0.28
8 H 0.8778 1.8553 -1.2525  0.35
9 H 1.0429 -0.4706 0.9163  -0.01
10 H -0.6889 2.3964 0.7946  0.48
11 C -1.0301 1.4348 0.7699  -1.28
12 H -2.1546 1.6150 1.0037  0.28
13 B -1.3957 -0.7601 -0.4521  0.65
14 C -0.9754 0.7414 -0.5310  -0.03
15 H -2.5551 -2.1044 -1.5690  0.30
16 H -1.4601 1.2117 -1.3364  0.51
17 C 0.7842 0.7949 -1.1079  -0.62
18 H 2.3861 -0.4481 1.9669  0.28
19 O -1.1225 -1.3041 0.7741  -0.59
20 C 2.0707 -0.8671 1.0378  -0.34